The following is a DFT calculation (ωB97M-V/def2-TZVPD) of a 2-piece molecular cluster, C2H5N3 overall in a non-equilibrium geometry.

```
10
Properties=species:S:1:pos:R:3:forces:R:3
N 0.54958 -1.16198 0.64318 1.8 -2.8 1.2
N 1.64721 3.66440 0.53771 0.9 3.2 -0.2
N -1.05256 0.00170 -0.53007 -3.8 -0.1 -2.5
C 1.40244 2.56965 0.58429 -1.5 -4.6 0.5
C -0.09777 -0.01533 0.35310 2.8 -0.4 2.4
H 0.43502 -1.85720 -0.09029 0.6 0.1 0.2
H -1.23328 0.92751 -0.78123 -0.7 1.5 -1.0
H -1.32557 -0.66123 -1.27868 0.9 0.3 1.1
H 1.22952 -1.45351 1.39172 -1.6 1.2 -1.2
H 1.01848 1.48313 0.64304 0.7 1.6 -0.4
```
Forces are in eV/Å.

Spin multiplicity: 3
LUMO energy (alpha / beta), eV: 0.87 / -1.35
Expectation value of S²: 2.005
Electronic energy, eV: -6619.42037
Relative energy (zero: lowest compared OMol25 entry of this formula, charge and spin), kJ/mol: 70.97
E_HOMO (alpha / beta), Eh: -0.1922 / -0.3733

Charges in e, computed with natural (NBO), in the same order as the atoms: N -0.92; N -0.35; N -0.91; C 0.06; C 0.32; H 0.38; H 0.39; H 0.40; H 0.42; H 0.21

The following is a DFT calculation (ωB97M-V/def2-TZVPD) of one molecule with the formula C2H5N3O in a non-equilibrium geometry.

```
11
Properties=species:S:1:pos:R:3:forces:R:3
O 2.27957 0.32217 0.57984 -0.9 1.0 0.8
N 1.80858 -0.52641 -0.42994 0.9 0.7 1.5
N -0.62171 1.44754 -0.29759 0.0 3.0 -0.7
N -1.58039 -0.58144 0.39890 -0.5 -1.9 1.0
C 0.57086 -0.55784 -0.54250 -2.5 -3.1 -4.2
C -0.61707 0.20989 -0.17393 1.4 -0.6 2.4
H 0.27023 1.87579 -0.67271 -1.4 -1.1 0.3
H -2.56908 -0.29401 0.52897 1.5 -0.1 0.0
H 1.52799 0.82059 1.06926 1.3 -1.2 -1.3
H -1.20813 -1.44581 0.93711 -1.3 2.2 -1.5
H 0.13915 -1.27047 -1.39741 1.6 1.0 1.6
```
Forces are in eV/Å.

Spin multiplicity: 1
LUMO energy, eV: 0.60
Electronic energy, eV: -8669.83467
Relative energy (zero: lowest compared OMol25 entry of this formula, charge and spin), kJ/mol: 367.40
E_HOMO, Eh: -0.3635

Charges in e, computed with natural (NBO), in the same order as the atoms: O -0.56; N -0.05; N -0.68; N -0.84; C -0.06; C 0.36; H 0.36; H 0.42; H 0.45; H 0.41; H 0.20

The following is a DFT calculation (ωB97M-V/def2-TZVPD) of one molecule with the formula C2H5N3O in a non-equilibrium geometry.

```
11
Properties=species:S:1:pos:R:3:forces:R:3
O -1.03755 -1.59636 -0.88227 -0.1 0.4 0.3
N 2.37746 0.32495 0.02047 -0.2 -0.5 0.1
N 0.13487 0.16986 0.05043 0.0 -0.1 -0.2
N -2.15367 -0.02632 0.33666 -0.1 0.0 -0.1
C 1.28988 -0.25276 -0.50121 -0.1 0.0 0.4
C -1.03240 -0.57394 -0.24413 -0.2 -0.2 -0.2
H -3.00569 -0.44945 -0.00139 0.0 0.1 0.1
H 3.11822 -0.34838 -0.05352 0.8 0.6 -0.1
H 2.37377 0.92538 0.85186 0.0 -0.2 -0.1
H 0.09038 0.81844 0.84217 0.0 -0.1 -0.2
H -2.17637 0.97684 0.44330 -0.1 -0.1 0.0
```
Forces are in eV/Å.

Spin multiplicity: 1
LUMO energy, eV: 0.76
Electronic energy, eV: -8672.08964
Relative energy (zero: lowest compared OMol25 entry of this formula, charge and spin), kJ/mol: 149.83
E_HOMO, Eh: -0.3153

Charges in e, computed with natural (NBO), in the same order as the atoms: O -0.58; N -0.81; N -0.69; N -0.84; C 0.24; C 0.79; H 0.40; H 0.41; H 0.35; H 0.36; H 0.38

The following is a DFT calculation (ωB97M-V/def2-TZVPD) of one molecule with the formula C2H5N3O in a non-equilibrium geometry.

```
11
Properties=species:S:1:pos:R:3:forces:R:3
O -2.06462 -0.12962 0.09324 -1.7 -2.0 -0.4
N -2.05937 1.10698 -0.03545 -2.2 4.5 0.1
N 1.82468 0.69670 0.09090 4.1 4.3 -0.5
N 0.59073 0.36783 0.05988 -2.3 -0.1 0.4
C 0.20693 -0.85806 0.15191 -0.3 0.4 -2.1
C -1.21665 -1.05525 -0.06474 2.3 -3.4 2.1
H -1.18577 1.58003 -0.13541 1.5 -0.9 -0.1
H -1.69209 -2.03693 0.20162 0.6 1.0 -0.6
H 1.96598 1.77599 -0.07642 -0.3 -3.2 0.4
H 1.00351 -1.59356 -0.01075 -0.6 -0.6 0.4
H 2.62666 0.14588 -0.27478 -1.1 0.0 0.3
```
Forces are in eV/Å.

Spin multiplicity: 1
LUMO energy (alpha / beta), eV: 0.24 / 0.50
Electronic energy, eV: -8666.44173
Relative energy (zero: lowest compared OMol25 entry of this formula, charge and spin), kJ/mol: 694.77
E_HOMO (alpha / beta), Eh: -0.2945 / -0.2742

Charges in e, computed with natural (NBO), in the same order as the atoms: O -0.18; N -0.35; N -0.59; N -0.23; C -0.12; C 0.08; H 0.31; H 0.18; H 0.37; H 0.17; H 0.36

The following is a DFT calculation (ωB97M-V/def2-TZVPD) of one molecule with the formula C2H5N3O in a non-equilibrium geometry.

```
11
Properties=species:S:1:pos:R:3:forces:R:3
O -1.12401 -1.66449 -0.92270 0.0 0.5 0.3
N 0.15853 0.01506 0.02905 -0.2 0.0 -0.1
N -2.12936 -0.01783 0.30472 -0.1 0.0 -0.1
N 2.34226 0.37893 -0.06835 0.2 -0.9 -0.5
C 1.32995 -0.34575 -0.53126 -0.6 0.1 0.3
C -1.04441 -0.64774 -0.27757 -0.2 -0.2 -0.2
H -3.01251 -0.38124 -0.02120 0.1 0.0 0.1
H 2.31214 1.06946 0.69405 0.3 -0.5 -0.3
H 0.11037 0.74024 0.74621 -0.1 -0.1 -0.1
H -2.10347 0.98685 0.41079 0.0 -0.2 0.0
H 3.16050 -0.13349 -0.36375 0.7 1.1 0.6
```
Forces are in eV/Å.

Spin multiplicity: 1
LUMO energy, eV: 0.74
Electronic energy, eV: -8672.16160
Relative energy (zero: lowest compared OMol25 entry of this formula, charge and spin), kJ/mol: 142.88
E_HOMO, Eh: -0.3208

Charges in e, computed with natural (NBO), in the same order as the atoms: O -0.58; N -0.69; N -0.85; N -0.82; C 0.22; C 0.79; H 0.40; H 0.36; H 0.35; H 0.38; H 0.42

The following is a DFT calculation (ωB97M-V/def2-TZVPD) of C2H5N3O2 as an isolated structure in a non-equilibrium geometry.

```
12
Properties=species:S:1:pos:R:3:forces:R:3
O -2.04195 -0.40206 -1.08565 1.0 0.7 1.9
O -1.16685 1.94390 0.95594 3.0 -1.5 0.5
N 0.16664 -0.34246 -0.13358 -2.6 -0.6 -1.0
N 1.26206 -1.18654 -0.00524 -0.1 -0.3 -0.4
N 0.40890 1.01462 -0.41684 1.0 -0.6 0.7
C -0.07718 1.33069 0.86439 -4.2 4.1 0.0
C -1.23414 -0.82427 -0.28657 2.5 -1.7 -2.6
H 0.49144 1.02376 1.75131 0.2 0.0 -0.4
H -0.17092 1.36654 -1.17794 -0.2 -0.1 0.3
H 1.59731 -1.39974 -0.94509 0.0 -0.1 0.1
H -1.24483 -1.87434 0.04431 -0.3 0.3 0.8
H 2.00952 -0.65011 0.43498 -0.3 -0.2 0.2
```
Forces are in eV/Å.

Spin multiplicity: 1
LUMO energy, eV: 0.62
Electronic energy, eV: -10717.08044
Relative energy (zero: lowest compared OMol25 entry of this formula, charge and spin), kJ/mol: 456.36
E_HOMO, Eh: -0.3634

Charges in e, computed with natural (NBO), in the same order as the atoms: O -0.52; O -0.58; N -0.19; N -0.62; N -0.52; C 0.50; C 0.53; H 0.15; H 0.40; H 0.35; H 0.14; H 0.36

The following is a DFT calculation (ωB97M-V/def2-TZVPD) of one molecule with the formula C2H5N3O2 in a non-equilibrium geometry.

```
12
Properties=species:S:1:pos:R:3:forces:R:3
O 0.74802 1.85801 -0.99110 1.3 -0.2 0.7
O -1.65848 0.50170 0.72472 0.3 0.7 -0.1
N -0.57998 0.39799 1.63111 0.1 -1.5 -0.2
N -0.18815 -1.28743 -1.18819 -0.5 0.6 0.1
N 0.92816 -0.54884 -0.73793 2.9 -0.2 -1.5
C 0.93116 0.89655 -0.31338 -4.4 -3.4 -0.2
C 0.57102 0.37316 1.06857 0.4 4.3 1.5
H -0.87948 -0.64143 -1.55399 -0.2 -0.1 -0.1
H 1.40361 0.31722 1.75749 0.0 -0.4 0.1
H -0.60843 -1.77495 -0.39394 0.2 0.4 -0.1
H 1.74826 -0.77214 -1.30015 -0.3 -0.1 -0.2
H -2.41569 0.68017 1.29679 0.2 -0.1 0.0
```
Forces are in eV/Å.

Spin multiplicity: 1
LUMO energy, eV: -0.08
Electronic energy, eV: -10715.49662
Relative energy (zero: lowest compared OMol25 entry of this formula, charge and spin), kJ/mol: 609.17
E_HOMO, Eh: -0.3228

Charges in e, computed with natural (NBO), in the same order as the atoms: O -0.44; O -0.60; N -0.16; N -0.62; N -0.57; C 0.66; C -0.04; H 0.35; H 0.22; H 0.36; H 0.37; H 0.48

The following is a DFT calculation (ωB97M-V/def2-TZVPD) of one molecule with the formula C2H5N3O2 in a non-equilibrium geometry.

```
12
Properties=species:S:1:pos:R:3:forces:R:3
O 1.34480 -1.68168 -0.27058 0.7 -0.4 -0.5
O -2.74997 -0.08516 0.00185 -0.4 6.7 -1.1
N -1.31713 0.51717 -0.30090 -1.6 -6.9 2.3
N 1.15255 1.95487 -0.06817 -1.9 -4.7 -0.5
N 0.70381 -0.42139 -0.26400 4.0 -1.2 1.9
C 1.63416 0.72591 0.10584 -8.4 3.8 -2.5
C -0.61444 -0.60045 0.04930 -1.2 4.4 -1.3
H 0.11242 1.70054 -0.43340 2.5 1.7 1.1
H -0.91335 -1.62992 0.49998 0.0 2.2 -1.1
H 2.60635 0.78444 0.24357 4.8 -1.8 1.0
H -3.25057 0.91311 -0.13545 1.6 -4.6 0.7
H 1.29135 -2.17744 0.57196 -0.2 0.9 0.0
```
Forces are in eV/Å.

Spin multiplicity: 1
LUMO energy, eV: 0.33
Electronic energy, eV: -10713.36084
Relative energy (zero: lowest compared OMol25 entry of this formula, charge and spin), kJ/mol: 815.24
E_HOMO, Eh: -0.3368

Charges in e, computed with natural (NBO), in the same order as the atoms: O -0.56; O -0.62; N -0.21; N -0.58; N -0.17; C 0.20; C 0.21; H 0.36; H 0.23; H 0.20; H 0.48; H 0.46

The following is a DFT calculation (ωB97M-V/def2-TZVPD) of one molecule with the formula C2H5N3O2 in a non-equilibrium geometry.

```
12
Properties=species:S:1:pos:R:3:forces:R:3
O 1.04578 -1.17348 -0.35384 -1.9 -0.5 0.1
O 0.91874 1.13874 -0.20770 2.4 -0.2 -1.0
N -2.33581 -0.23573 -0.26947 3.8 -0.6 1.2
N -0.35261 1.11571 0.31132 -2.2 1.0 -0.1
N -0.22183 -1.22152 0.37957 -0.7 2.5 -0.2
C -1.06908 -0.05800 0.04490 -1.4 -2.0 -0.3
C 1.68453 -0.00561 0.02117 1.6 -0.6 1.5
H 2.14007 -0.10125 1.08815 -1.3 0.4 -1.3
H -2.84153 0.62116 -0.31480 -0.4 0.9 -0.1
H -0.74268 1.94131 -0.17970 -0.2 -0.9 0.7
H 2.52643 0.02113 -0.67778 -0.1 0.5 0.1
H -0.75200 -2.04246 0.15818 0.3 -0.6 -0.6
```
Forces are in eV/Å.

Spin multiplicity: 1
LUMO energy, eV: 0.79
Electronic energy, eV: -10716.04416
Relative energy (zero: lowest compared OMol25 entry of this formula, charge and spin), kJ/mol: 556.34
E_HOMO, Eh: -0.3425

Charges in e, computed with natural (NBO), in the same order as the atoms: O -0.38; O -0.39; N -0.70; N -0.34; N -0.37; C 0.52; C 0.20; H 0.15; H 0.34; H 0.38; H 0.20; H 0.39

The following is a DFT calculation (ωB97M-V/def2-TZVPD) of one molecule with the formula C2H5N3O2S in a non-equilibrium geometry.

```
13
Properties=species:S:1:pos:R:3:forces:R:3
S -2.28366 -0.91506 -0.41252 -1.8 0.4 1.4
O 2.47690 -0.66333 -0.28165 2.7 -3.6 0.9
O 0.17093 0.34010 -0.51373 2.6 -1.0 -2.3
N 1.38741 -1.54876 -0.01108 -1.9 1.5 -0.3
N -0.45523 1.22703 0.20993 -2.0 3.0 1.8
N -0.96753 -1.60233 0.41371 3.3 -2.5 -2.2
C 0.23941 -0.92466 -0.08112 1.7 -2.4 1.8
C -0.22769 2.47288 -0.05729 -1.7 -2.3 2.1
H 3.29695 -1.36971 -0.08932 -3.2 3.0 -0.9
H -2.48414 -0.10102 0.71245 -0.4 -0.6 -1.5
H -0.77521 -2.71628 0.19102 -0.9 3.7 0.9
H 0.60178 2.77043 -0.66370 0.0 0.6 -0.6
H -0.97992 3.03073 0.58332 1.7 0.2 -1.2
```
Forces are in eV/Å.

Spin multiplicity: 1
LUMO energy, eV: 0.74
Electronic energy, eV: -21549.49509
Relative energy (zero: lowest compared OMol25 entry of this formula, charge and spin), kJ/mol: 619.28
E_HOMO, Eh: -0.3249

Charges in e, computed with natural (NBO), in the same order as the atoms: S 0.16; O -0.56; O -0.36; N -0.23; N -0.13; N -0.78; C 0.59; C -0.16; H 0.48; H 0.14; H 0.42; H 0.20; H 0.22

Which formula does entry 5 have? C2H5N3O

What is the spin multiplicity in the third record? 1

The lowest relative energy (zero: lowest compared OMol25 entry of this formula, charge and spin) belongs to which entry? C2H5N3